[1]
Density functional theory data (the ωB97M-V functional and the def2-TZVPD basis) for a structure of composition C42H41BrO2P2Ru at a distorted geometry.

As for the HOMO energy (alpha / beta): -13.11 / -13.07 eV. Its spin multiplicity is 5. The net charge is +2. Its frontier orbital gap (alpha / beta) is 0.2254 / 0.1831 Eh.

```
89
Properties=species:S:1:pos:R:3:forces:R:3:mulliken_spin:R:1
Ru 0.515221 -0.485642 -0.552332 0.07 -1.02 2.45 2.017
C -2.540099 0.132255 3.358097 -0.26 1.01 1.48 0.001
C -3.220788 0.041799 2.240244 1.59 -0.72 -2.07 0.000
C -3.420685 1.107764 1.211775 -0.60 0.29 0.37 0.002
C -2.222297 1.701533 0.431014 -0.40 0.81 0.28 0.015
C -0.856924 1.964802 1.012228 0.47 -0.30 -1.06 0.044
C -0.505937 2.322682 2.244043 0.29 -0.60 0.08 0.011
C -1.494864 2.614361 3.311999 0.72 0.03 0.50 -0.002
C -2.040937 1.397159 4.051942 1.17 -1.25 0.46 0.009
C 1.646752 -0.705017 1.304259 0.80 -0.45 -0.33 0.338
H -2.290699 -0.761621 3.945353 -0.31 0.19 -0.40 -0.001
H -3.285353 -0.921975 1.759356 -0.55 -0.64 0.51 0.002
H -4.027218 1.867681 1.682982 0.11 0.75 0.04 0.000
H -4.087970 0.712697 0.449765 -0.10 -0.08 -0.11 0.000
H -2.117447 1.169601 -0.519950 0.13 -0.14 0.06 0.002
H -2.575633 2.696575 0.149551 -0.13 0.11 -0.42 -0.002
H -0.102981 2.176462 0.231826 0.05 -0.64 0.20 -0.015
H 0.563041 2.383526 2.522924 -0.66 0.27 -0.39 0.009
H -2.275292 3.295907 2.958945 0.06 -0.16 0.01 0.001
H -0.867776 3.126335 4.062299 -0.83 0.21 -0.11 0.003
H -1.189608 0.930947 4.584087 -0.07 0.77 -0.03 -0.010
H -2.629813 1.805319 4.863445 -0.77 -0.37 0.11 -0.001
H 1.564884 -1.622884 1.909346 -0.49 0.33 -0.54 -0.009
H 1.852885 0.129262 1.982205 -0.57 0.22 -0.52 -0.008
H 2.447921 -0.879965 0.556630 0.30 0.19 0.14 0.062
P -0.481389 -1.571282 -2.421079 -2.34 -1.04 -1.10 0.133
P 1.153037 0.617321 -2.595949 1.83 3.44 -2.77 0.191
C -1.332601 -0.094738 -3.049844 0.39 0.94 0.05 0.048
C -0.472243 0.926003 -3.318968 -1.27 -1.41 0.10 -0.040
C -0.620103 -2.621811 -3.947867 1.15 -0.76 -0.21 0.019
C -1.636629 -2.477405 -4.920073 0.18 0.38 0.66 0.004
C -1.698205 -3.352535 -6.008942 -0.03 0.36 0.40 0.001
C -0.727947 -4.332508 -6.176921 0.34 -0.04 0.52 0.006
C 0.292046 -4.488260 -5.236233 0.13 0.40 0.76 -0.002
C 0.346132 -3.639616 -4.114846 -0.11 -0.01 0.16 0.021
C -1.343732 -2.441345 -1.099679 0.62 0.24 -0.50 -0.128
C -0.680821 -2.257200 0.128328 -1.01 0.67 -0.33 0.178
C -1.313851 -2.779652 1.289695 0.55 0.27 -0.57 -0.049
C -2.453418 -3.586729 1.099096 0.50 0.21 0.56 0.012
C -3.039789 -3.757376 -0.134918 -0.20 -0.54 -0.22 -0.001
C -2.492172 -3.164335 -1.260245 -1.04 -0.11 0.44 0.024
C 2.098762 0.714975 -4.282853 0.07 -0.70 -0.33 0.027
C 1.805825 -0.231124 -5.299277 -0.04 0.04 0.36 0.009
C 2.374511 -0.125290 -6.576167 -0.01 0.34 0.43 -0.002
C 3.257141 0.928025 -6.853657 -0.06 -0.07 0.38 0.006
C 3.561121 1.875370 -5.870762 -0.60 -0.56 0.09 -0.003
C 2.952360 1.783851 -4.607944 0.26 0.09 0.24 0.014
C 1.589706 2.273550 -1.961596 0.31 -0.38 0.24 0.026
C 2.881425 2.384116 -1.437055 -0.04 0.35 0.42 0.009
C 3.316562 3.596933 -0.904863 -0.10 -0.10 -0.08 -0.011
C 2.452384 4.698823 -0.895180 -0.25 -0.13 0.06 0.026
C 1.157234 4.584995 -1.418877 0.11 -0.40 -0.16 -0.005
C 0.736300 3.370182 -1.981492 -0.01 0.35 0.26 0.020
H -2.390464 -0.160459 -3.299817 0.20 0.27 -0.20 0.006
H -0.659467 1.780612 -4.006200 0.02 -0.61 0.79 0.001
H -2.372180 -1.676697 -4.796480 0.17 -0.44 -0.29 -0.001
H -2.520985 -3.264912 -6.714143 0.21 0.05 0.09 0.000
H -0.761254 -5.000525 -7.020739 -0.08 -0.06 -0.17 0.000
H 1.048494 -5.272837 -5.326881 -0.34 0.29 -0.12 0.000
H 1.125707 -3.765633 -3.333568 -0.49 -0.03 -0.76 0.000
H 0.892921 -2.020892 -0.538232 -0.28 -0.35 0.61 -0.027
H -1.054550 -2.552664 2.321970 0.53 -0.07 -0.34 0.002
H -2.903448 -4.092492 1.958378 0.19 0.41 -0.16 0.001
H -3.916647 -4.391338 -0.211945 0.02 0.14 -0.07 0.000
H -3.024773 -3.217565 -2.195922 0.20 -0.15 -0.32 -0.001
H 1.100508 -1.045006 -5.094539 0.35 0.24 -0.14 0.003
H 2.131314 -0.855374 -7.354583 0.06 0.28 0.38 0.000
H 3.710176 1.008921 -7.835917 -0.04 -0.03 0.10 0.000
H 4.261046 2.683908 -6.082755 -0.30 -0.18 0.10 0.000
H 3.169742 2.581858 -3.897596 -0.05 -0.36 -0.10 0.002
H 3.537231 1.517464 -1.453373 0.06 0.11 0.10 -0.002
H 4.319365 3.666377 -0.480671 -0.30 0.07 -0.17 0.000
H 2.777523 5.643266 -0.451490 -0.11 -0.34 -0.18 0.001
H 0.461529 5.422884 -1.382628 0.28 -0.15 -0.08 0.001
H -0.251693 3.263625 -2.424379 0.10 0.26 0.26 0.004
Br 0.671965 2.490845 6.130789 0.17 -0.21 0.61 0.013
C 0.896146 0.886158 7.149531 -0.95 -0.05 -0.02 0.019
C 0.615467 0.991669 8.507378 0.36 -0.24 -0.53 0.002
C 0.833161 -0.114545 9.345089 -0.17 0.52 -0.19 0.064
C 1.225572 -1.325589 8.801817 0.09 -0.33 0.03 -0.027
C 1.280513 -1.467629 7.413117 -0.17 -1.05 0.08 0.041
C 1.131048 -0.392789 6.550271 -0.68 1.30 -0.01 0.106
C 0.922321 -0.507776 5.046177 2.73 3.23 0.77 -0.015
O 0.286604 -1.552005 4.760882 -0.76 -0.84 -0.62 0.742
O 1.335059 0.411266 4.300042 -1.02 -2.58 0.33 0.063
H 0.193025 1.919828 8.881528 0.41 -0.09 0.09 0.002
H 0.648102 0.020602 10.410086 0.13 -0.25 -0.22 0.002
H 1.417680 -2.180258 9.459255 -0.15 0.31 -0.39 -0.001
H 1.343239 -2.464764 6.971655 0.26 0.26 0.21 -0.003
```
Forces are in eV/Å.

---

[2]
Density functional theory data (the ωB97M-V functional and the def2-TZVPD basis) for a structure of composition C42H41CdNO3P2S at a distorted geometry.

As for the HOMO energy: -6.26 eV. Its frontier orbital gap is 0.2170 Eh.

```
91
Properties=species:S:1:pos:R:3:forces:R:3:mulliken_charge:R:1
Cd 0.593885 -1.015413 0.882560 1.35 -0.66 1.17 0.821
C -2.955081 0.815399 -3.481852 0.34 0.04 -0.30 -0.108
C -1.918323 1.642936 -3.661283 -0.35 -0.31 -0.44 -0.255
C -2.037481 3.151049 -3.664548 0.06 0.25 -0.35 -1.116
C -3.063900 3.811252 -2.690237 0.30 0.33 -0.47 -1.305
C -3.355640 3.147971 -1.373778 -0.58 0.10 0.25 0.282
C -4.294401 2.211122 -1.198030 -0.15 1.01 0.16 -0.842
C -5.112236 1.602473 -2.285263 -0.28 -0.45 -0.44 -1.240
C -4.371055 1.294576 -3.609425 -0.47 0.39 0.25 -1.036
C 0.899860 -0.922805 3.036479 0.35 -1.75 0.46 -1.909
H -2.818224 -0.257900 -3.314492 0.19 0.28 -0.37 0.446
H -0.926040 1.249078 -3.929227 -0.37 -0.03 0.61 0.772
H -2.297637 3.497465 -4.683876 0.20 -0.07 0.32 0.479
H -1.048105 3.589956 -3.451518 -0.20 -0.25 -0.11 0.267
H -2.660117 4.812220 -2.452393 -0.26 -0.33 -0.22 0.428
H -4.002764 3.980740 -3.243670 0.27 -0.07 0.34 0.312
H -2.874139 3.638691 -0.517410 -0.41 -0.38 -0.22 0.948
H -4.681663 1.990732 -0.205073 0.43 -0.05 -0.26 0.705
H -5.958908 2.273329 -2.518801 0.15 -0.22 0.11 0.366
H -5.558375 0.672519 -1.909590 0.06 0.16 0.00 0.371
H -4.959011 0.535988 -4.151166 0.24 0.25 0.10 0.515
H -4.385829 2.208707 -4.219982 0.04 -0.42 0.01 0.266
H 0.943807 -1.996178 3.275328 0.04 0.68 0.63 0.415
H 0.224014 -0.399513 3.712975 -0.02 0.17 -0.17 0.837
H 1.914297 -0.524655 3.144884 -0.02 0.04 0.05 0.392
P 0.703533 -0.107287 -1.422243 -0.10 -0.91 1.16 0.313
P -0.837762 0.963089 1.693833 0.05 -0.14 0.00 0.569
C -0.335608 1.301708 -1.104510 -0.96 1.36 0.35 -0.529
C -0.917705 1.685324 0.072672 -0.22 0.92 -1.28 -0.545
C 2.218604 0.449781 -2.217885 0.49 0.45 -0.21 0.189
C 2.261800 1.498983 -3.153516 0.21 -0.41 0.08 -0.109
C 3.482820 1.854934 -3.733572 -0.03 0.00 0.07 -0.578
C 4.663363 1.201046 -3.363483 -0.27 -0.27 0.18 -0.578
C 4.622125 0.179770 -2.402582 0.04 0.36 -0.34 -0.478
C 3.414293 -0.175904 -1.816870 -0.40 -0.13 -0.06 -0.374
C -0.071190 -1.448899 -2.371492 -0.32 -0.20 -0.71 0.888
C -1.149448 -2.162205 -1.802067 0.56 0.09 -0.32 -0.406
C -1.635295 -3.302286 -2.438883 -0.07 0.17 0.01 -0.656
C -1.081337 -3.731562 -3.648622 0.20 0.28 0.01 -0.595
C -0.017582 -3.021631 -4.214870 -0.19 -0.15 0.12 -0.614
C 0.490953 -1.887021 -3.582617 -0.27 0.14 0.38 -0.544
C -0.397073 2.271207 2.856725 -0.37 0.53 -0.05 0.683
C 0.896989 2.825565 2.791188 -0.49 -0.13 0.14 -0.575
C 1.300155 3.744544 3.756213 -0.17 0.04 -0.09 -0.590
C 0.416661 4.136643 4.767249 -0.07 -0.29 -0.09 -0.509
C -0.875315 3.603263 4.816363 0.14 0.02 -0.04 -0.601
C -1.292401 2.680129 3.859673 0.42 0.02 -0.15 -0.400
C -2.429705 0.230737 2.160250 -0.20 0.18 -0.01 0.490
C -2.427046 -0.933541 2.949202 0.10 0.31 -0.17 -0.539
C -3.629886 -1.535007 3.298200 -0.13 0.12 -0.07 -0.729
C -4.832420 -1.030730 2.795669 0.13 0.13 -0.07 -0.547
C -4.839797 0.117119 1.993555 0.15 -0.05 0.17 -0.530
C -3.639665 0.775805 1.721332 0.01 -0.23 0.20 -0.384
H -0.461506 1.966675 -1.968511 -0.01 -0.05 0.68 0.107
H -1.441083 2.640750 0.107851 0.46 -0.01 -0.65 0.538
H 1.346472 2.023957 -3.426182 0.22 -0.10 -0.05 0.181
H 3.511071 2.643129 -4.488455 0.00 -0.19 0.28 0.419
H 5.613733 1.480435 -3.822820 -0.32 -0.07 0.13 0.363
H 5.532731 -0.346804 -2.116899 -0.21 0.21 -0.03 0.452
H 3.371837 -0.940560 -1.037088 0.07 0.12 -0.20 0.429
H -1.571364 -1.836491 -0.845438 0.02 -0.11 -0.27 0.272
H -2.451252 -3.862970 -1.983241 0.20 0.14 -0.12 0.409
H -1.476925 -4.620252 -4.143748 0.16 0.27 0.17 0.375
H 0.427762 -3.362743 -5.148362 -0.11 0.09 0.20 0.407
H 1.333411 -1.337707 -4.007573 -0.24 -0.21 0.06 0.401
H 1.565264 2.527383 1.980869 -0.07 0.01 0.31 0.350
H 2.309401 4.151468 3.716692 -0.24 -0.04 0.04 0.386
H 0.742847 4.843948 5.528128 -0.08 -0.15 -0.18 0.365
H -1.562093 3.900369 5.607523 0.16 0.00 -0.17 0.391
H -2.306246 2.276420 3.871475 0.30 0.08 0.12 0.355
H -1.473837 -1.333808 3.285579 -0.28 -0.04 -0.01 0.261
H -3.619018 -2.393210 3.968936 -0.07 0.13 -0.26 0.435
H -5.768722 -1.528979 3.041847 0.18 0.13 -0.07 0.378
H -5.780434 0.507942 1.604575 0.20 -0.07 0.15 0.434
H -3.611371 1.720576 1.181808 -0.05 -0.38 0.21 0.686
O 2.485870 -5.890576 3.070321 -0.08 0.31 0.36 -0.672
S 2.801744 -4.535002 3.445814 0.18 1.34 -1.53 1.104
O 2.577053 -4.094376 4.802775 0.01 -0.33 -0.63 -0.638
N 2.158108 -3.451364 2.343581 -0.05 -0.61 -0.20 -0.447
C 3.043763 -2.820189 1.575142 -1.43 -0.17 0.93 0.551
O 2.727255 -1.912702 0.728955 1.03 -1.12 0.32 -0.562
C 4.434668 -3.243563 1.889878 0.86 0.44 0.03 0.046
C 5.622995 -2.761539 1.341658 -0.18 -0.44 0.16 -0.308
C 6.830028 -3.337987 1.760557 -0.09 -0.03 0.19 -0.571
C 6.853865 -4.290209 2.794159 -0.44 0.05 -0.09 -0.431
C 5.654662 -4.692687 3.408023 -0.01 0.28 -0.31 -0.526
C 4.462026 -4.165837 2.922956 1.01 -0.42 0.27 -0.071
H 5.560574 -1.954674 0.611958 0.20 -0.30 0.03 0.452
H 7.768024 -3.047319 1.285264 -0.25 0.02 0.20 0.368
H 7.803555 -4.720099 3.123926 -0.33 0.19 -0.13 0.355
H 5.626130 -5.394715 4.238542 0.17 0.09 -0.19 0.420
```
Forces are in eV/Å.

---

Short version: energy relative to the best compared isomer or geometry (same formula, charge and spin) = 60.97 27.01 kcal/mol, in the order given.
Short version: total energy = -5126.1939 -3153.9667 a.u., in the order given.